# 1
# C2H13NO4

5 unconnected molecules or ions with the total composition C2H13NO4 at a distorted geometry (ωB97M-V/def2-TZVPD, the OMol25 dataset).

Summary:
- M: 115.13 g/mol
- Maximum force: 2.0 eV/Å
- Kohn-Sham gap: 8.435 eV
- E_tot: -439.6359 Eh
- Energy relative to the best compared isomer or geometry (same formula, charge and spin): 228.1 kJ/mol
- LUMO: 0.57 eV

Geometry (Å):
O (-4.245, -0.054, -5.667)
O (0.881, 2.040, -0.969)
O (-3.805, -0.059, 0.181)
O (2.448, 2.237, 1.466)
N (2.947, -2.115, 2.666)
C (1.903, -1.344, 2.131)
C (1.088, -1.706, 1.110)
H (-4.506, 0.404, -0.286)
H (-3.653, -0.544, -6.225)
H (1.853, -0.318, 2.437)
H (1.410, 1.946, -0.158)
H (3.123, -1.948, 3.638)
H (1.482, -2.261, 0.269)
H (2.792, 3.114, 1.415)
H (0.094, -1.264, 1.046)
H (2.983, -3.062, 2.333)
H (0.024, 1.832, -0.556)
H (-3.893, 0.760, -5.305)
H (2.132, 1.889, 2.306)
H (-4.318, -0.559, 0.837)

Atomic partial charges in e from the Löwdin method, atoms 1 to 8: atom 1 (O): -0.0539, atom 2 (O): -0.0872, atom 3 (O): -0.0667, atom 4 (O): -0.0358, atom 5 (N): 0.0332, atom 6 (C): -0.2848, atom 7 (C): -0.0325, atom 8 (H): 0.0272

---

# 2
# C6H10

2 unconnected molecules or ions with the total composition C6H10 (ωB97M-V/def2-TZVPD, the OMol25 dataset).

Summary:
- M: 82.15 g/mol
- Maximum force: 0.7 eV/Å
- Kohn-Sham gap: 8.788 eV
- E_tot: -234.4692 Eh
- Energy relative to the best compared isomer or geometry (same formula, charge and spin): 350.0 kJ/mol
- LUMO: 0.48 eV

Geometry (Å):
C (0.193, 1.043, 1.058)
C (-0.642, 0.435, -1.339)
C (0.320, -0.447, 1.283)
C (-1.085, -0.867, -0.673)
C (0.364, 1.231, -0.482)
C (-0.470, -1.124, 0.462)
H (1.438, -2.828, 0.655)
H (1.170, -0.881, 1.805)
H (1.382, 0.922, -0.749)
H (0.283, 2.296, -0.732)
H (-0.770, 1.443, 1.391)
H (0.985, 1.585, 1.587)
H (-1.585, 1.002, -1.388)
H (-0.283, 0.336, -2.370)
H (0.696, -2.796, 0.507)
H (-1.996, -1.350, -1.017)

Atomic partial charges in e from the Löwdin method, atoms 1 to 8: atom 1 (C): -0.1844, atom 2 (C): -0.1873, atom 3 (C): -0.1334, atom 4 (C): -0.0988, atom 5 (C): -0.1922, atom 6 (C): -0.1379, atom 7 (H): 0.0695, atom 8 (H): 0.0774

---

# 3
# C6H8OS

A single C6H8OS molecule at a distorted geometry (ωB97M-V/def2-TZVPD, the OMol25 dataset).

Summary:
- M: 128.20 g/mol
- Maximum force: 2.4 eV/Å
- Kohn-Sham gap: 9.056 eV
- E_tot: -706.7906 Eh
- Energy relative to the best compared isomer or geometry (same formula, charge and spin): 145.8 kJ/mol
- LUMO: 0.82 eV

Geometry (Å):
S (-1.757, -1.426, 0.803)
O (0.730, 2.339, 0.245)
C (-0.228, -0.801, -1.521)
C (0.605, 0.328, -1.057)
C (-0.479, -0.767, 1.806)
C (-1.156, -1.508, -0.852)
C (0.195, 0.335, 1.491)
C (0.064, 1.077, 0.191)
H (1.592, 2.168, 0.608)
H (-1.592, -2.335, -1.393)
H (0.716, 1.032, -1.865)
H (-0.945, 1.311, -0.049)
H (1.577, 0.001, -0.923)
H (0.172, -1.211, -2.478)
H (0.949, 0.698, 2.194)
H (-0.443, -1.241, 2.801)

Atomic partial charges in e from the Löwdin method, atoms 1 to 8: atom 1 (S): 0.9040, atom 2 (O): -0.0293, atom 3 (C): -0.1593, atom 4 (C): -0.1566, atom 5 (C): -0.4255, atom 6 (C): -0.4321, atom 7 (C): -0.1136, atom 8 (C): -0.3693

---

# 4
# C4H19NO5

5 unconnected molecules or ions with the total composition C4H19NO5 at a distorted geometry (ωB97M-V/def2-TZVPD, the OMol25 dataset).

Summary:
- M: 161.20 g/mol
- Maximum force: 1.8 eV/Å
- Kohn-Sham gap: 10.129 eV
- E_tot: -594.7086 Eh
- Energy relative to the best compared isomer or geometry (same formula, charge and spin): 137.2 kJ/mol
- LUMO: 0.68 eV

Geometry (Å):
O (-6.375, 14.978, 0.783)
O (-7.878, 17.775, -5.136)
O (-10.947, 9.854, -3.710)
O (-10.322, 16.537, -12.270)
O (-7.293, 12.535, -2.966)
N (-10.102, 16.117, -9.513)
C (-8.734, 14.080, -9.828)
C (-9.957, 15.287, -11.796)
C (-11.336, 16.436, -13.252)
C (-9.259, 15.385, -10.434)
H (-11.472, 17.438, -13.659)
H (-6.557, 14.340, 1.474)
H (-10.974, 15.610, -9.468)
H (-6.982, 13.052, -2.223)
H (-5.814, 15.631, 1.202)
H (-10.826, 14.660, -11.600)
H (-9.524, 13.399, -9.511)
H (-12.322, 16.208, -12.846)
H (-10.151, 10.284, -3.398)
H (-11.077, 15.819, -14.112)
H (-8.399, 16.019, -10.649)
H (-8.535, 17.605, -5.811)
H (-8.386, 17.972, -4.350)
H (-9.319, 14.813, -12.543)
H (-11.509, 9.800, -2.938)
H (-8.065, 13.623, -10.557)
H (-10.300, 16.963, -10.028)
H (-8.219, 14.306, -8.895)
H (-7.293, 13.148, -3.701)

Atomic partial charges in e from the Löwdin method, atoms 1 to 8: atom 1 (O): -0.0547, atom 2 (O): -0.0569, atom 3 (O): -0.0545, atom 4 (O): -0.1804, atom 5 (O): -0.0544, atom 6 (N): 0.0413, atom 7 (C): -0.0559, atom 8 (C): -0.2480

---

# 5
# C2H7NO3

2 unconnected molecules or ions with the total composition C2H7NO3 at a distorted geometry (ωB97M-V/def2-TZVPD, the OMol25 dataset).

Summary:
- M: 93.08 g/mol
- Maximum force: 3.7 eV/Å
- Kohn-Sham gap: 10.277 eV
- E_tot: -360.7538 Eh
- Energy relative to the best compared isomer or geometry (same formula, charge and spin): 419.7 kJ/mol
- LUMO: 0.51 eV

Geometry (Å):
O (0.423, 1.388, -0.265)
O (-0.571, -0.339, -1.589)
O (-0.690, -1.715, 1.217)
N (-0.898, 1.981, -0.147)
C (0.587, -1.141, 1.076)
C (0.440, 0.161, -1.144)
H (-0.879, 2.731, -0.836)
H (-1.537, 1.272, -0.523)
H (-1.147, -1.612, 0.363)
H (1.470, 0.048, -1.503)
H (1.058, -1.083, 2.063)
H (0.513, 0.054, 0.855)
H (1.232, -1.746, 0.433)

Atomic partial charges in e from the Löwdin method, atoms 1 to 8: atom 1 (O): -0.2140, atom 2 (O): 0.0653, atom 3 (O): -0.1116, atom 4 (N): 0.0581, atom 5 (C): -0.2011, atom 6 (C): -0.2532, atom 7 (H): 0.0843, atom 8 (H): 0.0706

---

# 6
# C9H10N2O3

A single C9H10N2O3 molecule at a distorted geometry (ωB97M-V/def2-TZVPD, the OMol25 dataset).

Summary:
- M: 194.19 g/mol
- Maximum force: 6.2 eV/Å
- Kohn-Sham gap: 8.549 eV
- E_tot: -684.0878 Eh
- Energy relative to the best compared isomer or geometry (same formula, charge and spin): 345.3 kJ/mol
- LUMO: -0.48 eV

Geometry (Å):
O (-2.710, -1.837, 1.195)
O (2.639, -0.469, -1.270)
O (5.022, 0.190, -0.732)
N (-1.993, -0.094, -0.102)
N (-4.537, 0.660, -0.585)
C (-0.682, -0.480, 0.169)
C (-2.345, 0.833, -1.078)
C (-3.580, 1.222, -1.298)
C (2.791, -0.253, -0.095)
C (1.702, -0.251, 0.939)
C (0.341, 0.265, 0.391)
C (-4.301, -0.366, 0.163)
C (4.175, 0.046, 0.366)
C (-3.066, -0.928, 0.411)
H (-3.777, 2.168, -1.936)
H (0.485, 1.335, 0.258)
H (-0.641, -1.501, 0.384)
H (4.062, 0.932, 0.908)
H (4.717, -0.623, 1.108)
H (-5.214, -0.720, 0.770)
H (-1.354, 1.288, -1.489)
H (1.610, -1.286, 1.255)
H (4.681, -0.433, -1.463)
H (1.976, 0.303, 1.733)

Atomic partial charges in e from the Löwdin method, atoms 1 to 8: atom 1 (O): 0.0242, atom 2 (O): 0.1110, atom 3 (O): -0.0671, atom 4 (N): 0.0249, atom 5 (N): 0.0773, atom 6 (C): -0.0879, atom 7 (C): -0.0465, atom 8 (C): -0.1831

---

# 7
# CH2Cl3NO2S

A molecular structure, CH2Cl3NO2S at a distorted geometry (ωB97M-V/def2-TZVPD, the OMol25 dataset).

Summary:
- M: 198.46 g/mol
- Maximum force: 2.8 eV/Å
- Kohn-Sham gap: 9.355 eV
- E_tot: -2023.2285 Eh
- Energy relative to the best compared isomer or geometry (same formula, charge and spin): 111.3 kJ/mol
- LUMO: -0.87 eV

Geometry (Å):
Cl (1.919, -0.818, 1.228)
Cl (0.925, -1.203, -1.554)
Cl (-0.093, -2.819, 0.699)
S (-0.937, 0.466, 0.372)
O (-1.989, 0.268, -0.551)
O (-1.264, 0.683, 1.730)
N (0.026, 1.731, -0.357)
C (0.557, -1.276, 0.116)
H (-0.116, 1.598, -1.349)
H (0.971, 1.369, -0.334)

Atomic partial charges in e from the Löwdin method, atoms 1 to 8: atom 1 (Cl): 0.5113, atom 2 (Cl): 0.6197, atom 3 (Cl): 0.5593, atom 4 (S): 0.5755, atom 5 (O): -0.3208, atom 6 (O): -0.2892, atom 7 (N): -0.0699, atom 8 (C): -1.6301